An isolated molecule of C3H4N2, computed with ωB97M-V/def2-TZVPD.

The geometry in XYZ format:
```
9
Properties=species:S:1:pos:R:3:forces:R:3
C 1.54914 -0.30054 0.62326 -3.791 -1.554 -2.803
C -0.97144 -0.23665 0.34883 0.595 1.669 1.838
C -0.26826 0.34472 -0.82377 0.159 1.843 -0.112
N 2.62733 0.05169 0.76401 0.948 0.328 0.841
N 0.33634 -0.76575 -0.10897 2.400 0.175 2.403
H -1.02953 0.32777 1.33845 0.497 -0.563 -1.599
H -1.86324 -0.79867 0.24208 -0.244 -1.092 -0.450
H -0.64068 0.01893 -1.85709 0.814 1.150 1.527
H 0.26034 1.35848 -0.52680 -1.380 -1.956 -1.644
```
Forces are in eV/Å.

Calculated values
**ΔE to the lowest compared entry with this formula, charge and spin**: 64.47 kcal/mol
**HOMO-LUMO gap**: 11.3 eV
**Calculated total energy**: -226.12245 Ha
**SMILES**: N#CN1CC1
**Total charge**: 0

For reference, the natural (NBO) charges in units of e are: number 1, C, carries 0.39; number 2, C, carries -0.25; number 3, C, carries -0.26; number 4, N, carries -0.35; number 5, N, carries -0.42; number 6, H, carries 0.21; number 7, H, carries 0.21; number 8, H, carries 0.23; number 9, H, carries 0.23

---

A structure of composition C5H6AuCl2GaN2O4, computed with ωB97M-V/def2-TZVPD.

The geometry in XYZ format:
```
21
Properties=species:S:1:pos:R:3:forces:R:3
Au -0.58442 -0.45192 -2.90123 -1.364 0.647 1.068
Ga 0.01421 -0.00248 -0.06643 -5.037 -1.959 -2.071
Cl -1.23927 -1.77172 -1.07272 0.726 -0.350 1.140
Cl -1.15590 1.43442 -1.53983 0.558 0.266 1.852
C 0.96348 1.41145 0.70798 6.126 7.859 3.989
C -0.08960 -1.97471 -3.93560 2.749 -9.823 -5.409
C -0.00791 0.64180 -4.35882 3.122 7.493 -8.102
O 1.56126 2.31353 1.14793 -3.871 -5.481 -2.727
O 0.21843 -2.93322 -4.53409 -1.774 5.763 3.351
O 0.35205 1.34333 -5.22553 -2.080 -4.364 5.041
C -2.77216 -1.79260 3.18886 1.430 0.499 -1.199
N -1.30966 -1.98887 3.24245 -3.666 -1.066 2.189
C -0.44753 -1.52391 2.38805 3.024 3.762 -5.495
N 0.89173 -1.71191 2.48076 -3.033 0.016 0.320
O -0.95977 -0.79692 1.39317 2.001 -0.897 2.561
H -3.07008 -1.20926 2.31952 0.266 -0.045 0.056
H -3.08476 -1.27452 4.09943 -0.156 -0.130 0.823
H -3.25224 -2.77532 3.15108 -0.187 -0.598 0.515
H -0.94772 -2.51653 4.02004 0.087 -0.645 0.953
H 1.56446 -1.35131 1.80935 0.028 -0.303 0.375
H 1.21539 -2.23684 3.26281 1.053 -0.643 0.770
```
Forces are in eV/Å.

Calculated values
**<S²>**: 2.017
**HOMO-LUMO gap (alpha / beta)**: 4.9 / 6.2 eV
**Calculated total energy**: -3583.51348 Ha
**Spin multiplicity**: 3
**Total charge**: +4

For reference, the natural (NBO) charges in units of e are: number 1, Au, carries 0.97; number 2, Ga, carries 1.43; number 3, Cl, carries -0.27; number 4, Cl, carries -0.28; number 5, C, carries 0.44; number 6, C, carries 0.45; number 7, C, carries 0.45; number 8, O, carries -0.08; number 9, O, carries -0.18; number 10, O, carries -0.17; number 11, C, carries -0.45; number 12, N, carries -0.18; number 13, C, carries 0.76; number 14, N, carries -0.58; number 15, O, carries -0.74; number 16, H, carries 0.28; number 17, H, carries 0.37; number 18, H, carries 0.36; number 19, H, carries 0.48; number 20, H, carries 0.44; number 21, H, carries 0.47